Entry from OMol25: a structure of composition C26H48F6LiO21P (the ωB97M-V functional and the def2-TZVPD basis).

* molar mass: 848.6 g mol⁻¹
* HOMO level: -10.32 eV

```
! wB97M-V def2-TZVPD RIJCOSX def2/J DEFGRID3
* xyz 0 1
Li -2.50511 3.44165 -0.33110
P -0.78014 -0.03993 0.32436
F -1.58069 -1.43482 0.64214
F 0.21466 -0.37330 1.61541
F 0.28544 -0.74937 -0.67236
F -0.17002 1.41134 0.08765
F -1.80826 0.40899 -0.94087
F -1.76802 0.82412 1.27815
C -3.95782 -0.84438 5.22196
C -5.24357 -0.23686 4.68405
O -5.94493 0.04045 5.83159
C -5.44245 -0.62735 6.91934
O -5.91596 -0.56563 8.09764
O -4.34466 -1.32837 6.49828
H -3.16989 -0.09764 5.32012
H -3.46428 -1.61583 4.63086
H -5.84080 -0.89907 4.05724
H -5.08268 0.72193 4.19114
C 5.73102 -0.20818 1.19640
C 5.60538 1.19581 0.63808
O 6.92999 1.72807 0.87240
C 7.64600 0.84974 1.62829
O 8.91728 0.92447 1.81576
O 6.88183 -0.15887 2.03231
H 5.81460 -0.98229 0.43360
H 4.94327 -0.36946 1.93229
H 4.98713 1.76826 1.32958
H 5.17795 1.17495 -0.36440
C -9.15646 3.77453 -4.54264
C -9.20182 3.18700 -3.13568
O -7.98944 3.43930 -2.36942
C -7.19930 2.38510 -1.90060
O -6.11088 2.58159 -1.30845
O -7.64930 1.15809 -2.34170
C -6.91683 -0.01201 -2.09910
H -9.15275 4.85909 -4.65132
H -9.88842 3.37750 -5.24599
H -8.26248 3.62041 -5.14693
H -9.41425 2.12666 -3.27226
H -9.98391 3.68452 -2.56218
H -6.18754 0.06477 -1.29266
H -6.41197 -0.53643 -2.91040
H -7.67013 -0.75687 -1.84255
C 2.91543 0.36805 -6.26506
C 2.98471 -0.73053 -5.20375
O 4.05114 -0.61028 -4.35960
C 5.31413 -0.98322 -4.63946
O 5.60013 -1.48270 -5.71179
O 6.11323 -0.55858 -3.67332
C 7.52849 -0.70262 -3.73112
H 3.18765 1.35515 -5.89141
H 2.06231 0.45793 -6.93754
H 3.65519 0.10316 -7.02049
H 2.96912 -1.73352 -5.63019
H 2.15853 -0.82917 -4.49962
H 7.80660 -0.87763 -2.69183
H 7.93655 0.24156 -4.09184
H 7.83345 -1.58991 -4.28593
C 1.75281 -5.81962 -0.30887
C 1.29254 -7.24017 0.09839
O 0.08669 -6.90551 0.86031
C -0.08053 -7.56813 2.03238
O 0.76771 -8.27254 2.60878
O -1.35955 -7.43650 2.50755
C -2.41126 -6.88263 1.71866
H 1.64026 -5.14281 0.53810
H 1.20837 -5.38305 -1.14618
H 2.82470 -5.77815 -0.50232
H 2.04059 -7.76281 0.69451
H 1.16951 -7.97067 -0.70119
H -2.31992 -5.79895 1.79214
H -3.40355 -7.07503 2.12665
H -2.30652 -7.18996 0.67814
C 3.76933 2.10416 6.79514
C 3.15604 0.72020 6.80520
O 4.02067 -0.28452 7.40592
C 4.23650 -0.24687 8.70857
O 3.49171 0.28834 9.58209
O 5.39295 -0.84530 8.98913
C 5.94006 -0.64471 10.28393
H 4.84519 2.27886 6.78568
H 3.47260 2.64532 7.69359
H 3.22361 2.66594 6.03706
H 3.00205 0.39271 5.77702
H 2.17035 0.67576 7.26837
H 5.29131 -1.08078 11.04358
H 6.08743 0.41310 10.50167
H 6.90718 -1.14047 10.36767
C -3.09096 3.30029 -7.76445
C -3.06094 3.96601 -6.42242
O -1.78579 4.45957 -6.25161
C -1.24378 4.61670 -5.04200
O -1.72855 4.29981 -3.94736
O -0.06197 5.22810 -5.18269
C 0.83691 5.34095 -4.14106
H -2.60096 3.99668 -8.44492
H -4.07582 3.02131 -8.13903
H -2.42083 2.44546 -7.67340
H -3.40989 3.30111 -5.63233
H -3.61413 4.90049 -6.51637
H 1.64734 6.03502 -4.36369
H 1.40837 4.42736 -3.97710
H 0.25522 5.60617 -3.25823
*
```



Entry from OMol25: a cluster of 8 separate species, C26H48O24 in total (the ωB97M-V functional and the def2-TZVPD basis).

* molar mass: 744.6 g mol⁻¹
* HOMO level: -10.13 eV
* SMILES string: C[C@H]1COC(=O)O1.C[C@H]1COC(=O)O1.COC(=O)OC.COC(=O)OC.COC(=O)OC.COC(=O)OC.COC(=O)OC.COC(=O)OC

```
! wB97M-V def2-TZVPD RIJCOSX def2/J DEFGRID3
* xyz 0 1
C -0.25207 3.62410 1.88981
C 0.09093 2.70510 3.07681
C 1.08193 3.46110 3.99581
O 0.18693 4.12610 4.91881
C -1.05707 3.52810 4.83781
O -1.93107 3.70310 5.65581
O -1.07807 2.62410 3.88381
H 0.60993 3.77610 1.25181
H -0.40207 4.62910 2.23781
H -1.13707 3.20710 1.28481
H 0.42693 1.66210 2.85181
H 1.73693 4.19510 3.43981
H 1.79993 2.75810 4.53881
C 2.11293 -1.42090 1.88581
C 1.89193 -2.34390 0.73281
C 1.94893 -1.64290 -0.61219
O 2.49293 -2.67090 -1.40919
C 3.00793 -3.64890 -0.66519
O 3.66193 -4.57190 -1.14419
O 2.72193 -3.47190 0.55181
H 1.88893 -1.90290 2.83081
H 1.46293 -0.58590 1.91081
H 3.13093 -1.06590 1.90981
H 0.85493 -2.63890 0.74081
H 2.61593 -0.74690 -0.54619
H 0.99893 -1.23690 -1.05819
C -6.25507 -2.01990 2.28781
O -5.61407 -1.22590 3.36681
C -5.50407 0.09410 3.16281
O -6.19907 0.80010 2.14981
O -4.69107 0.70610 4.04481
C -4.42707 2.06810 3.89681
H -5.85007 -3.06690 2.18481
H -6.10507 -1.56590 1.30581
H -7.36507 -2.16490 2.29781
H -3.71607 2.31410 4.69281
H -5.34807 2.68810 3.91381
H -4.02707 2.32010 2.91081
C -3.19207 0.26810 0.38381
O -2.54107 0.97610 -0.67519
C -1.24307 1.15110 -0.62219
O -0.47407 0.86410 0.54181
O -0.62907 1.68210 -1.69619
C 0.79993 1.90410 -1.71419
H -2.96707 -0.74490 0.32081
H -4.25807 0.33210 0.27081
H -2.92507 0.61410 1.39781
H 1.31893 1.02210 -1.41819
H 1.12893 2.71910 -0.99419
H 1.20193 2.24610 -2.66719
C -2.36807 -2.08090 -2.42519
O -1.14507 -2.60490 -2.86319
C -1.18107 -3.19190 -4.08619
O -2.38907 -3.42890 -4.78619
O 0.00393 -3.60090 -4.59319
C -0.01907 -4.06990 -5.94619
H -3.21707 -2.79290 -2.47019
H -2.65907 -1.28590 -3.12219
H -2.39807 -1.71390 -1.45619
H 0.91393 -4.58190 -6.26019
H -0.17207 -3.28190 -6.68119
H -0.76507 -4.91090 -5.98119
C -1.75907 -0.81090 3.45681
O -2.73007 -1.55590 2.81381
C -2.49307 -2.57590 2.04281
O -1.26707 -3.23990 1.94481
O -3.56107 -2.89290 1.41381
C -3.62007 -4.05290 0.69381
H -1.19907 -1.55690 4.06781
H -2.16107 -0.13990 4.21281
H -1.06207 -0.31890 2.82181
H -4.67107 -4.10290 0.38581
H -3.35507 -4.82590 1.39181
H -2.95607 -4.11190 -0.15619
C 3.47393 1.89110 1.25781
O 4.09193 2.34410 0.03481
C 5.38493 2.47110 0.01981
O 6.23993 2.08810 1.04181
O 5.89393 3.06310 -1.00919
C 7.31193 3.28010 -1.23919
H 2.45893 1.67210 1.09181
H 3.60393 2.58410 2.09281
H 3.95993 0.97110 1.60181
H 7.65193 3.65510 -2.16819
H 7.82893 2.27710 -1.24119
H 7.80693 3.89310 -0.51019
C 1.14793 -0.95690 -5.58219
O 1.97893 0.19810 -5.61319
C 2.52093 0.58210 -4.45819
O 2.65893 -0.27590 -3.35619
O 3.09893 1.80210 -4.51719
C 3.94393 2.37210 -3.55919
H 0.58693 -0.99490 -6.52019
H 0.45293 -0.92490 -4.68119
H 1.65493 -1.89590 -5.49719
H 3.54593 2.21010 -2.59819
H 4.01593 3.51910 -3.79819
H 4.93193 1.87210 -3.54319
*
```



Entry from OMol25: a structure of composition C26H48O2P2Y (the ωB97M-V functional and the def2-TZVPD basis).

* molar mass: 543.5 g mol⁻¹
* HOMO level: -10.30 eV

```
! wB97M-V def2-TZVPD RIJCOSX def2/J DEFGRID3
* xyz 1 1
Y -0.04012 0.44340 0.33834
C -0.87883 -0.17412 2.63750
C 0.15297 -1.13254 2.34168
C 1.11681 0.98548 2.44527
C -0.28152 1.12429 2.71945
C 1.39313 -0.41085 2.23578
C -2.28789 -0.48715 2.96425
H -2.62861 -1.37717 2.41930
H -2.94425 0.35129 2.69019
H -2.40586 -0.67772 4.04585
C -0.94813 2.37058 3.16893
H -2.02934 2.23735 3.25975
H -0.75372 3.16797 2.43984
H -0.55326 2.71677 4.14130
C 2.12373 2.07449 2.44020
H 2.63101 2.15323 3.41555
H 1.64763 3.03542 2.21060
H 2.89144 1.87930 1.67845
C 2.73315 -1.03977 2.14802
H 3.11597 -1.28932 3.15504
H 3.44780 -0.37026 1.65826
H 2.68117 -1.97019 1.55773
C 0.02150 -2.60336 2.47761
H -0.04639 -2.91312 3.53589
H 0.87155 -3.11570 2.00676
H -0.87208 -2.96332 1.95576
C -0.92556 -2.09825 -1.90154
C -1.32931 -2.64877 -0.73866
C -1.27781 -4.13856 -0.48832
C 0.11663 -4.81058 -0.25443
C 1.33724 -3.94440 -0.38273
C 1.71856 -3.40034 -1.54574
C 0.98645 -3.65227 -2.83274
C -0.38617 -2.93961 -3.03717
H -1.77524 -4.67332 -1.31504
H 0.19039 -5.67152 -0.93976
H -1.87918 -4.33480 0.41476
H -1.12703 -3.70730 -3.32161
H -1.11047 -1.04883 -2.17283
H -1.87766 -2.08645 0.03259
H -0.27495 -2.27237 -3.90790
H 1.64722 -3.32920 -3.65510
H 2.66704 -2.85154 -1.65328
H 0.82148 -4.73904 -2.96070
H 0.11560 -5.22326 0.77024
H 1.97681 -3.91367 0.51042
P -2.62291 1.29663 -0.57874
C -3.38862 2.64587 0.38133
H -4.26456 3.02330 -0.16607
H -2.66715 3.46071 0.51381
H -3.68709 2.29080 1.37462
C -2.85908 1.91017 -2.28290
H -3.85942 2.36066 -2.38275
H -2.75219 1.07324 -2.98583
H -2.09095 2.65698 -2.50475
C -3.98076 0.06770 -0.55440
H -3.76959 -0.72209 -1.28840
H -4.93424 0.56263 -0.79895
H -4.04658 -0.39834 0.43568
P 2.05637 1.12039 -1.52016
C 3.58688 0.14893 -1.24100
H 4.14353 0.07121 -2.18826
H 3.29787 -0.86206 -0.90990
H 4.21261 0.61921 -0.47204
C 1.72763 0.55238 -3.23240
H 1.83974 -0.53970 -3.29610
H 2.41712 1.05463 -3.92487
H 0.69309 0.80784 -3.49712
C 2.73412 2.80058 -1.81850
H 3.59362 2.74592 -2.50867
H 3.05425 3.23960 -0.86024
H 1.94995 3.44766 -2.23839
C 0.46874 5.53939 0.58478
O 0.29050 4.12393 0.86416
C -0.08911 3.22101 -0.04598
O -0.36335 3.56396 -1.18860
H -0.12201 6.07085 1.33607
H 0.12764 5.76078 -0.42204
H 1.53206 5.75430 0.70885
*
```



Look up the molar mass of the second one.
744.6 g mol⁻¹



Which of these has the lowest HOMO level?
C26H48F6LiO21P